(1)
Below is a 40-piece molecular cluster, H80O40 overall in a non-equilibrium geometry, with properties calculated with ωB97M-V with the def2-TZVPD basis set.

```
! RIJCOSX wB97M-V def2-TZVPD def2/J DEFGRID3
* xyz 0 1
O 0.4795 4.3379 1.7699
O 3.7455 -1.0226 2.5945
O 1.1136 -2.9751 -0.9418
O -1.4729 -1.0831 -4.7498
O 2.5373 -0.0934 4.6766
O 1.4736 -2.4813 -3.7257
O -3.2759 -2.8922 -0.0841
O -2.9445 0.1603 1.9545
O -1.1931 1.9325 0.4530
O 5.1868 0.6441 1.1116
O 1.2476 -6.1112 -1.0071
O 1.1670 1.7075 3.2675
O 5.5857 -2.3322 0.5250
O 2.1673 -0.8403 0.2729
O 0.6370 6.1506 -0.7554
O -1.4272 1.4258 -2.4339
O 0.7258 -2.6490 2.5120
O 2.8770 1.9324 1.0168
O -5.2685 -1.7202 0.9968
O -0.9977 -0.7626 3.9616
O -5.7047 0.6048 -1.8481
O 0.6724 1.7368 -4.5111
O -2.2930 4.9309 -1.2566
O -3.7666 3.0004 -3.6154
O -1.7230 2.0130 4.2978
O 0.1615 -4.6951 1.3001
O -2.1597 1.1611 -5.2482
O -0.2100 4.9221 -3.8695
O -3.2461 0.2044 5.1104
O 2.8366 -0.4602 -5.3417
O -3.4103 -5.5516 1.8966
O 0.7828 2.3101 -1.5241
O 1.8188 -4.2440 4.5245
O 3.7795 -4.6115 -3.3401
O -0.5900 -1.1047 -1.3511
O 3.2386 3.9657 -2.4698
O 4.3281 -3.8396 -0.9845
O 0.1953 0.2253 6.5469
O -3.4871 1.9684 -0.6347
O -3.3417 4.2613 1.5171
H -1.1983 1.2813 1.1723
H -2.3408 1.5211 -2.7402
H 1.9096 -0.3696 1.0774
H 3.9485 -4.6832 -2.3676
H 1.1483 -3.0943 -4.4015
H -5.3451 -2.1129 0.1244
H -4.2839 1.4600 -0.7949
H 1.1484 -2.9454 -2.9287
H 1.6399 1.6524 -4.6056
H -3.9574 -5.1232 1.2354
H -1.7133 -1.6435 -4.0017
H -0.3817 -0.3141 -1.8581
H -1.8319 5.7556 -1.4513
H -2.3890 -3.0037 0.3078
H -0.2949 -5.4864 0.9703
H 1.1654 -6.3721 -1.9232
H 1.5847 -2.4136 -0.2708
H -4.0742 3.8148 1.9440
H -1.6060 4.3003 -1.0096
H 1.4638 6.5576 -1.0276
H 0.1663 -3.4036 2.7238
H 3.5877 -1.1313 3.5336
H -3.4533 3.9022 -3.6598
H -2.1971 2.8238 4.0405
H 0.2203 0.6076 5.6634
H -3.3808 4.1339 0.5713
H 0.8691 3.9925 0.9617
H 3.6690 2.3442 0.6587
H -3.0972 0.6661 2.7571
H 1.8685 0.6090 4.6610
H 5.5637 -2.8980 1.3007
H 2.0399 1.3154 3.1881
H 3.0126 -0.4328 0.0225
H 0.1339 4.4549 -3.1106
H 0.2038 -4.2332 0.4368
H -3.3353 -0.7017 1.8294
H -2.3908 -0.1599 4.8204
H -0.2494 3.8079 2.1149
H -2.4522 1.0167 -6.1452
H -0.8774 2.4884 4.3859
H 4.6303 -0.0028 1.6048
H 0.6516 5.9958 0.1984
H -0.4218 -1.3312 3.4125
H 2.1042 2.1719 0.4965
H 4.9660 -3.4185 -1.5687
H 3.0160 -1.1921 -4.7375
H 0.3064 -2.3700 -1.0600
H 0.3488 1.8955 -0.7654
H -4.5176 2.6525 -4.0867
H 0.4440 1.2807 -5.3372
H -1.2953 -0.9292 -0.7224
H 3.4174 3.4614 -3.2707
H 3.1233 -3.9654 -3.6178
H -1.4797 1.8112 -5.0712
H -6.6462 0.7002 -2.0287
H 2.5972 3.3975 -2.0188
H -0.6074 -0.3064 6.5065
H 3.5150 -3.3233 -1.0040
H -0.5422 -1.2994 -4.8931
H 2.0626 -5.6734 -0.7597
H 6.0936 0.8294 1.3472
H -3.1221 2.5963 -1.2597
H 2.1428 -0.6593 5.3608
H 1.5053 -3.7211 3.7762
H -1.7756 1.3720 -0.1525
H -0.9687 -0.0473 3.3017
H 0.8913 2.3341 2.6063
H -3.1382 -3.5877 -0.7494
H -3.7071 -0.4671 5.6192
H 1.0581 -2.5903 1.6177
H 5.8027 -1.4405 0.8020
H -2.7076 -4.9669 2.1862
H -0.8676 1.3302 -3.2127
H -5.7993 -0.9174 1.0172
H -5.6718 0.0132 -1.0868
H 3.2951 -1.6463 2.0219
H 1.5124 -5.1438 4.6185
H 0.4576 5.4732 -4.2810
H 0.1630 2.9552 -1.8637
H 3.5956 -0.4500 -5.9373
*
```

Properties
* Kohn-Sham gap: 10.0 eV
* energy relative to the best compared isomer or geometry (same formula, charge and spin): 743.18 kJ/mol
* E_LUMO: -0.50 eV
* HOMO: -10.48 eV
* strongest force on any atom: 2.581 eV Å⁻¹

***

(2)
Below is an isolated ion of composition C6H12N3OS and charge +1 in a non-equilibrium geometry, with properties calculated with ωB97M-V with the def2-TZVPD basis set.

```
! RIJCOSX wB97M-V def2-TZVPD def2/J DEFGRID3
* xyz 1 3
S -1.4141 0.9979 0.8378
O -2.0680 -1.7380 -0.2168
N -0.0802 -2.6149 0.1186
N 1.1439 1.1608 0.8682
N 1.0286 0.0864 0.3879
C 2.0504 -0.6028 -0.4325
C -0.8191 -1.4601 0.1098
C -0.3402 -0.2333 0.3190
C 2.3807 1.9489 1.0367
C -3.3038 1.7559 -0.9769
C -2.2019 1.0714 -0.7456
H -3.5979 1.8197 -2.0732
H 2.2671 2.9792 0.7369
H -3.7963 2.3004 -0.2849
H -1.6955 0.5676 -1.5545
H -2.3250 -2.6279 0.0383
H 0.8200 -2.6711 0.6189
H 3.3159 1.4444 0.6368
H 2.8219 0.0275 -0.8876
H 2.5659 -1.3060 0.2800
H 1.5494 -1.2653 -1.1453
H -0.7588 -3.4761 0.2437
H 2.4570 1.8354 2.0847
*
```

Properties
* Kohn-Sham gap (alpha / beta): 7.0 / 6.1 eV
* energy relative to the best compared isomer or geometry (same formula, charge and spin): 145.40 kJ/mol
* E_LUMO (alpha / beta): -2.86 / -6.48 eV
* HOMO (alpha / beta): -9.88 / -12.57 eV
* <S²>: 2.02
* strongest force on any atom: 12.092 eV Å⁻¹

***

(3)
Below is a 2-piece molecular cluster, C17H24N4O3 overall in a non-equilibrium geometry, with properties calculated with ωB97M-V with the def2-TZVPD basis set.

```
! RIJCOSX wB97M-V def2-TZVPD def2/J DEFGRID3
* xyz 0 1
O -2.6108 -3.4807 2.5033
O -0.6487 1.7543 2.3358
O -1.2201 3.4454 -3.5082
N 0.7040 2.1947 -2.0932
N -3.1882 -1.3743 2.9648
N -1.0012 -0.2933 1.5985
N 1.3741 1.4234 -0.0963
C 0.1915 -2.4997 1.8889
C -1.1544 -1.7703 1.6086
C 1.6609 1.5885 -1.4103
C 1.3265 3.0191 -6.1265
C 3.1359 1.4280 -3.2960
C -2.3688 -2.2828 2.4173
C -4.3740 -1.7001 3.7554
C 2.8771 1.1869 -1.9474
C -0.6748 0.5573 2.5736
C -0.0591 3.0925 -4.1420
C 2.1497 2.0733 -4.0443
C 0.1963 -3.9842 1.4948
C 1.3576 -1.8583 1.1137
C -0.3033 0.0673 3.9601
C 0.1313 3.3794 -5.4946
C 2.3337 2.3666 -5.4051
C 0.9420 2.4390 -3.4023
H -0.9794 -0.7114 4.3002
H 1.1249 -1.8197 0.0488
H 0.4161 -2.4392 2.9529
H -0.1142 -4.1001 0.4565
H -0.6575 3.8821 -6.0445
H -2.9711 -0.4016 2.8113
H -1.1343 0.1575 0.7046
H 0.5699 1.9720 0.2024
H -4.8097 -0.7929 4.1769
H 3.6079 0.6942 -1.3181
H 4.0781 1.1268 -3.7453
H 1.5491 -0.8507 1.4769
H 0.7152 -0.3136 3.9382
H 1.1939 -4.4056 1.6192
H 3.2569 2.0913 -5.9072
H 1.4706 3.2467 -7.1792
H -1.4011 -2.0329 0.5803
H 2.2715 -2.4344 1.2595
H -4.1007 -2.3784 4.5668
H -5.1126 -2.1957 3.1221
H -0.3512 0.9071 4.6518
H -1.1035 3.1546 -2.5799
H 2.1760 1.4275 0.5210
H -0.4716 -4.5557 2.1362
*
```

Properties
* Kohn-Sham gap: 8.1 eV
* energy relative to the best compared isomer or geometry (same formula, charge and spin): 7.53 kJ/mol
* E_LUMO: 0.32 eV
* HOMO: -7.76 eV
* SMILES string: CNC(=O)[C@@H](NC(C)=O)C(C)C.Nc1ccc2cccc(O)c2n1
* strongest force on any atom: 2.409 eV Å⁻¹

***

(4)
Below is an isolated ion of composition C3H9N4 and charge +1 in a non-equilibrium geometry, with properties calculated with ωB97M-V with the def2-TZVPD basis set.

```
! RIJCOSX wB97M-V def2-TZVPD def2/J DEFGRID3
* xyz 1 1
N 2.0134 -0.8567 -0.7575
N 1.1845 -0.9330 0.1836
N -0.8218 0.0595 0.8759
N 0.7283 -2.1201 0.5380
C 0.6210 0.2029 0.8828
C -1.6274 0.4963 -0.0059
C -1.3208 1.4904 -1.0222
H 2.1415 0.0565 -1.1222
H -0.3645 1.7980 -0.7871
H -1.2934 0.9062 -2.0096
H 0.3679 -2.2654 1.5021
H 0.7522 0.3807 1.8910
H 0.9104 1.1109 0.3860
H 1.2705 -3.0089 0.2003
H -2.6167 0.2204 0.2500
H -1.9448 2.4624 -1.0054
*
```

Properties
* Kohn-Sham gap: 8.4 eV
* energy relative to the best compared isomer or geometry (same formula, charge and spin): 490.66 kJ/mol
* E_LUMO: -5.49 eV
* HOMO: -13.92 eV
* SMILES string: [H]/N=[N+](/N)C/N=C\C
* strongest force on any atom: 4.389 eV Å⁻¹

***

Look up the strongest force on any atom of the fourth one. 4.389 eV Å⁻¹

***

Repeat the second record exactly.
Below is an isolated ion of composition C6H12N3OS and charge +1 in a non-equilibrium geometry, with properties calculated with ωB97M-V with the def2-TZVPD basis set.

```
! RIJCOSX wB97M-V def2-TZVPD def2/J DEFGRID3
* xyz 1 3
S -1.4141 0.9979 0.8378
O -2.0680 -1.7380 -0.2168
N -0.0802 -2.6149 0.1186
N 1.1439 1.1608 0.8682
N 1.0286 0.0864 0.3879
C 2.0504 -0.6028 -0.4325
C -0.8191 -1.4601 0.1098
C -0.3402 -0.2333 0.3190
C 2.3807 1.9489 1.0367
C -3.3038 1.7559 -0.9769
C -2.2019 1.0714 -0.7456
H -3.5979 1.8197 -2.0732
H 2.2671 2.9792 0.7369
H -3.7963 2.3004 -0.2849
H -1.6955 0.5676 -1.5545
H -2.3250 -2.6279 0.0383
H 0.8200 -2.6711 0.6189
H 3.3159 1.4444 0.6368
H 2.8219 0.0275 -0.8876
H 2.5659 -1.3060 0.2800
H 1.5494 -1.2653 -1.1453
H -0.7588 -3.4761 0.2437
H 2.4570 1.8354 2.0847
*
```

Properties
* Kohn-Sham gap (alpha / beta): 7.0 / 6.1 eV
* energy relative to the best compared isomer or geometry (same formula, charge and spin): 145.40 kJ/mol
* E_LUMO (alpha / beta): -2.86 / -6.48 eV
* HOMO (alpha / beta): -9.88 / -12.57 eV
* <S²>: 2.02
* strongest force on any atom: 12.092 eV Å⁻¹